(1)
Density functional theory data (wB97M-V/def2-TZVPD) for 2 unconnected molecules or ions with the total composition C4H12NOSi in a non-equilibrium geometry.

```
19
Properties=species:S:1:pos:R:3
C 2.061 1.642 -0.147
C -1.145 0.435 -1.589
C -0.646 0.530 1.451
C -1.008 -2.072 0.341
N 1.601 -0.589 0.286
O 2.533 -1.352 -0.217
Si -0.075 -0.376 -0.108
H 1.899 2.175 0.785
H 3.091 1.377 -0.459
H 1.565 2.092 -1.003
H -0.341 0.695 -2.351
H -1.771 -0.308 -2.107
H -1.643 1.245 -1.196
H -0.062 0.277 2.263
H -0.780 1.530 1.274
H -1.595 -0.040 1.614
H -0.416 -3.028 0.297
H -1.553 -2.049 1.316
H -1.716 -2.183 -0.451
```

## Properties
frontier orbital gap (alpha / beta)	0.2371 / 0.2345	Ha
total charge	-1
M	118.23	g mol⁻¹
energy above the lowest of the compared OMol25 structures with the same formula, charge and spin	441.4	kJ/mol
LUMO (alpha / beta)	3.997 / 3.998	eV


(2)
Density functional theory data (wB97M-V/def2-TZVPD) for 2 unconnected molecules or ions with the total composition C4H12NP in a non-equilibrium geometry.

```
18
Properties=species:S:1:pos:R:3
C 1.984 -0.522 -1.366
C 0.982 0.660 -1.228
N 0.605 0.706 0.144
P 0.382 -0.328 1.317
H 2.586 -0.734 -0.539
H 1.412 -1.532 -1.369
H 2.623 -0.488 -2.260
H 1.530 1.562 -1.390
H 0.201 0.623 -1.950
H -0.914 -0.985 1.405
H 0.483 0.480 2.389
H 1.183 -1.344 1.866
C -2.745 -0.111 0.492
C -2.241 1.115 0.260
H -3.152 -0.887 -0.226
H -2.902 -0.442 1.574
H -2.134 1.296 -0.805
H -1.885 1.816 1.020
```

## Properties
frontier orbital gap	0.3427	Ha
M	105.12	g mol⁻¹
energy above the lowest of the compared OMol25 structures with the same formula, charge and spin	404.9	kJ/mol
LUMO	0.937	eV
SMILES string	CCN=[PH3].C=C


(3)
Density functional theory data (wB97M-V/def2-TZVPD) for 3 unconnected molecules or ions with the total composition C4H12NS in a non-equilibrium geometry.

```
18
Properties=species:S:1:pos:R:3
C -2.030 1.606 1.868
C -1.101 0.405 2.000
C -0.433 -0.015 3.149
C 0.561 -0.393 -0.938
S -0.742 0.796 -1.247
N 2.654 -2.052 -3.359
H -1.446 2.363 1.156
H -2.970 1.484 1.258
H -2.219 2.034 2.811
H -0.581 0.138 1.072
H 0.176 -0.903 3.040
H -0.460 0.542 4.132
H 0.596 -0.992 -1.820
H 1.412 0.307 -0.815
H -0.642 1.432 -2.408
H 2.893 -2.997 -3.021
H 2.019 -1.553 -2.639
H 2.315 -2.200 -4.239
```

## Properties
frontier orbital gap	0.1391	Ha
total charge	+1
M	106.21	g mol⁻¹
energy above the lowest of the compared OMol25 structures with the same formula, charge and spin	832.3	kJ/mol
LUMO	-9.293	eV


(4)
Density functional theory data (wB97M-V/def2-TZVPD) for 2 unconnected molecules or ions with the total composition C4H12NS2.

```
19
Properties=species:S:1:pos:R:3
C 1.190 -1.652 1.554
C 0.311 -2.266 -0.631
N 0.362 -1.475 0.358
H 0.542 -1.684 2.428
H 1.838 -0.784 1.649
H 1.752 -2.576 1.478
H 0.868 -3.194 -0.618
H -0.310 -2.006 -1.477
H -0.139 -0.565 0.306
C -2.393 1.527 0.056
S -0.914 1.388 1.088
S 0.432 2.617 0.133
C 1.032 1.622 -1.247
H -2.886 2.473 0.256
H -2.152 1.460 -1.002
H -3.071 0.718 0.318
H 0.221 1.262 -1.875
H 1.622 2.315 -1.844
H 1.696 0.821 -0.928
```

## Properties
frontier orbital gap	0.2846	Ha
total charge	+1
M	138.28	g mol⁻¹
energy above the lowest of the compared OMol25 structures with the same formula, charge and spin	79.6	kJ/mol
LUMO	-4.788	eV


(5)
Density functional theory data (wB97M-V/def2-TZVPD) for a gas-phase ion, C4H12NSi (charge +1) in a non-equilibrium geometry.

```
18
Properties=species:S:1:pos:R:3
C 3.054 0.307 0.146
N 1.621 0.181 0.475
C 0.768 -0.411 -0.577
C -0.799 0.161 -0.084
C -2.283 -0.582 -0.191
Si -4.002 0.007 0.057
H 3.028 0.797 -0.768
H 3.416 0.848 0.978
H 3.495 -0.647 0.212
H 1.154 1.050 0.605
H 1.438 -0.473 1.255
H 0.790 -1.542 -0.670
H 0.955 0.198 -1.486
H -0.575 0.171 0.963
H -0.812 1.052 -0.686
H -2.151 -1.418 -0.788
H -5.013 -0.961 -0.287
H -4.084 1.262 0.848
```

## Properties
frontier orbital gap	0.2997	Ha
total charge	+1
M	102.23	g mol⁻¹
energy above the lowest of the compared OMol25 structures with the same formula, charge and spin	355.0	kJ/mol
LUMO	-3.250	eV
SMILES string	C[NH2+]CCC=[SiH2]


(6)
Density functional theory data (wB97M-V/def2-TZVPD) for 2 unconnected molecules or ions with the total composition C4H12O in a non-equilibrium geometry.

```
17
Properties=species:S:1:pos:R:3
C -0.580 0.964 1.671
C -0.804 1.499 0.254
C 0.323 2.614 -0.012
H -1.297 0.313 2.079
H -0.550 1.700 2.414
H 0.289 0.168 1.795
H -0.769 0.659 -0.513
H -1.689 1.966 0.130
H -0.011 3.418 -0.545
H 0.500 3.006 1.050
H 1.181 1.933 -0.346
C 0.108 -2.376 -0.471
O 0.853 -2.487 -1.591
H -0.893 -2.084 -0.740
H 0.611 -1.705 0.257
H -0.261 -3.412 -0.022
H 1.784 -2.273 -1.487
```

## Properties
frontier orbital gap	0.4002	Ha
M	76.14	g mol⁻¹
energy above the lowest of the compared OMol25 structures with the same formula, charge and spin	205.6	kJ/mol
LUMO	0.874	eV
SMILES string	CCC.CO